1.
{
  "formula": "C4H9N2O",
  "method": "wB97M-V/def2-TZVPD",
  "elements": ["C", "C", "C", "C", "N", "N", "O", "H", "H", "H", "H", "H", "H", "H", "H", "H"],
  "positions_angstrom": [[1.054, -0.143, -0.245], [-0.666, -1.639, 0.323], [-0.777, 0.490, -0.748], [-1.176, 1.378, 0.363], [0.700, -1.249, 0.347], [2.225, 0.453, -0.381], [-1.259, -0.819, -0.684], [-0.787, -2.606, -0.019], [-1.113, -1.422, 1.208], [-0.809, 1.038, -1.782], [-1.474, 1.135, 1.391], [-2.119, 1.739, -0.050], [-0.534, 2.155, 0.434], [1.423, -1.839, 0.804], [2.205, 1.305, -0.884], [3.105, 0.024, -0.078]],
  "total_charge": 1,
  "lumo_energy_ev": -3.2,
  "largest_force_ev_per_a": 4.1,
  "orbital_gap_ha": 0.4247
}


2.
{
  "formula": "C4H9N2O",
  "method": "wB97M-V/def2-TZVPD",
  "elements": ["C", "C", "C", "N", "C", "N", "H", "H", "H", "H", "H", "H", "H", "H", "H", "O"],
  "positions_angstrom": [[-0.047, 2.634, 0.589], [0.343, 1.289, 0.117], [1.488, 0.661, -0.228], [1.119, -0.584, -0.761], [-0.180, -0.760, -0.595], [-0.655, 0.284, 0.066], [-0.931, 2.928, 0.026], [0.754, 3.352, 0.464], [-0.262, 2.590, 1.656], [2.447, 1.090, -0.479], [1.729, -1.331, -1.057], [-0.718, -1.543, -1.095], [-1.607, 0.592, 0.203], [-0.618, -4.273, 0.470], [-1.876, -3.477, 0.499], [-0.986, -3.451, 0.128]],
  "total_charge": 1,
  "lumo_energy_ev": -3.0,
  "largest_force_ev_per_a": 2.0,
  "orbital_gap_ha": 0.4064
}


3.
{
  "formula": "C4H9N2O",
  "method": "wB97M-V/def2-TZVPD",
  "elements": ["C", "C", "C", "N", "C", "N", "H", "H", "H", "H", "H", "H", "H", "H", "H", "O"],
  "positions_angstrom": [[0.292, -1.862, -1.181], [0.088, -0.382, -0.847], [1.116, 0.565, -0.515], [0.536, 1.699, -0.023], [-0.828, 1.544, -0.192], [-1.139, 0.262, -0.511], [-0.694, -2.287, -1.434], [0.831, -2.486, -0.426], [0.939, -1.896, -2.042], [2.126, 0.386, -0.566], [1.074, 2.363, 0.346], [-1.560, 2.343, -0.165], [-2.120, -0.249, -0.768], [-0.718, -0.112, 3.315], [0.295, -0.269, 2.255], [-0.239, 0.382, 2.754]],
  "total_charge": 1,
  "lumo_energy_ev": -3.6,
  "largest_force_ev_per_a": 7.9,
  "orbital_gap_ha": 0.3759
}


4.
{
  "formula": "C4H9N2O",
  "method": "wB97M-V/def2-TZVPD",
  "elements": ["C", "C", "C", "N", "C", "N", "H", "H", "H", "H", "H", "H", "H", "H", "H", "O"],
  "positions_angstrom": [[1.912, -0.298, 2.865], [1.265, 0.030, 1.573], [1.264, 1.105, 0.767], [0.248, 0.932, -0.179], [-0.359, -0.229, 0.075], [0.262, -0.815, 1.071], [2.889, 0.182, 2.941], [2.096, -1.373, 2.902], [1.318, 0.031, 3.713], [1.872, 1.990, 0.662], [-0.314, 1.690, -0.550], [-1.306, -0.457, -0.401], [0.131, -1.781, 1.340], [-4.304, -0.348, -5.005], [-3.526, -0.428, -6.357], [-3.448, -0.232, -5.417]],
  "total_charge": 1,
  "lumo_energy_ev": -3.5,
  "largest_force_ev_per_a": 1.4,
  "orbital_gap_ha": 0.3722
}


5.
{
  "formula": "C4H9N2O",
  "method": "wB97M-V/def2-TZVPD",
  "elements": ["C", "C", "C", "C", "N", "N", "O", "H", "H", "H", "H", "H", "H", "H", "H", "H"],
  "positions_angstrom": [[0.859, 0.146, -0.834], [-1.072, 0.470, 1.111], [2.084, -0.167, -1.620], [-2.285, 0.019, 1.788], [-0.240, 0.496, -1.285], [1.012, -0.345, 0.454], [-0.232, -0.561, 1.097], [-0.841, 1.481, 0.829], [2.172, 0.555, -2.557], [1.924, -1.114, -2.016], [2.980, -0.184, -1.108], [-2.524, -0.921, 1.152], [-3.181, 0.593, 1.870], [-2.011, -0.247, 2.824], [-0.373, 0.839, -2.233], [1.728, -1.063, 0.528]],
  "total_charge": 1,
  "lumo_energy_ev": -5.4,
  "largest_force_ev_per_a": 4.6,
  "orbital_gap_ha": 0.3404
}


6.
{
  "formula": "C4H9N2O",
  "method": "wB97M-V/def2-TZVPD",
  "elements": ["C", "C", "C", "C", "N", "N", "O", "H", "H", "H", "H", "H", "H", "H", "H", "H"],
  "positions_angstrom": [[1.121, -0.469, -0.014], [-0.008, -0.102, -0.947], [0.892, 0.910, 1.931], [-0.689, -1.454, -1.620], [1.271, 0.139, 1.073], [-1.006, 0.631, -0.106], [1.059, 2.235, 1.950], [1.857, -1.313, -0.155], [0.264, 0.405, -1.958], [0.125, 0.460, 2.637], [-1.720, -1.123, -1.873], [-0.682, -2.254, -0.967], [-0.096, -1.803, -2.500], [-1.582, 1.084, -0.742], [-1.545, -0.061, 0.544], [0.739, 2.715, 2.746]],
  "total_charge": 1,
  "smiles": "C[C@@H](N)C=[N+]=CO",
  "lumo_energy_ev": -4.7,
  "largest_force_ev_per_a": 6.5,
  "orbital_gap_ha": 0.3437
}


7.
{
  "formula": "C4H9N2O",
  "method": "wB97M-V/def2-TZVPD",
  "elements": ["C", "C", "C", "N", "C", "N", "H", "H", "H", "H", "H", "H", "H", "H", "H", "O"],
  "positions_angstrom": [[1.674, -0.881, -0.487], [0.253, -0.537, -0.210], [-0.838, -0.873, -1.091], [-1.978, -0.465, -0.558], [-1.597, -0.065, 0.795], [-0.159, 0.169, 0.799], [1.777, -1.743, -1.136], [2.192, -1.070, 0.449], [2.157, -0.009, -0.922], [-0.812, -1.434, -2.018], [-2.380, 0.340, -1.050], [-2.236, 0.728, 1.169], [1.974, 2.853, 0.766], [-1.733, -0.923, 1.462], [1.218, 1.489, 0.966], [2.010, 1.910, 0.588]],
  "total_charge": 1,
  "lumo_energy_ev": -7.2,
  "largest_force_ev_per_a": 2.2,
  "orbital_gap_ha": 0.2716
}


8.
{
  "formula": "C4H9N2O2",
  "method": "wB97M-V/def2-TZVPD",
  "elements": ["O", "C", "N", "C", "O", "C", "C", "N", "H", "H", "H", "H", "H", "H", "H", "H", "H"],
  "positions_angstrom": [[1.456, 0.350, 0.048], [0.306, -0.110, 0.081], [-0.263, -0.703, 1.161], [1.805, 0.955, 2.857], [2.525, 0.721, 3.799], [-0.581, 0.023, -1.198], [-0.230, -0.984, -2.272], [-2.032, -0.019, -0.890], [-0.983, -0.099, 1.545], [2.059, 0.815, 1.768], [0.939, 1.666, 2.918], [-0.332, 1.021, -1.591], [0.862, -0.958, -2.440], [-0.750, -0.733, -3.205], [-0.484, -2.030, -2.051], [-2.243, 0.827, -0.369], [-2.054, -0.741, -0.162]],
  "total_charge": -1,
  "lumo_energy_ev": 4.0,
  "largest_force_ev_per_a": 2.4,
  "orbital_gap_ha": 0.2689
}


9.
{
  "formula": "C4H9N2O2",
  "method": "wB97M-V/def2-TZVPD",
  "elements": ["C", "N", "C", "N", "H", "H", "H", "H", "H", "H", "O", "C", "O", "C", "H", "H", "H"],
  "positions_angstrom": [[2.365, -1.423, 0.108], [1.262, 1.009, 0.919], [1.452, 0.635, -0.404], [2.021, -0.404, -0.867], [2.847, -2.254, -0.407], [1.476, -1.731, 0.674], [3.110, -1.067, 0.834], [0.278, 1.396, 0.980], [1.372, 0.241, 1.562], [0.970, 1.344, -1.074], [-1.468, -0.555, 0.929], [-1.826, 0.437, 0.266], [-1.369, 1.612, 0.356], [-2.930, 0.201, -0.774], [-3.236, 1.188, -1.140], [-2.512, -0.355, -1.615], [-3.812, -0.273, -0.347]],
  "total_charge": -1,
  "lumo_energy_ev": 4.1,
  "largest_force_ev_per_a": 1.1,
  "orbital_gap_ha": 0.3182
}


10.
{
  "formula": "C4H9N2O2",
  "method": "wB97M-V/def2-TZVPD",
  "elements": ["C", "C", "C", "C", "N", "N", "O", "O", "H", "H", "H", "H", "H", "H", "H", "H", "H"],
  "positions_angstrom": [[-1.189, 1.312, 0.243], [-0.010, 1.306, 1.004], [-0.232, -1.126, 0.695], [0.705, 0.374, -1.180], [0.728, 1.640, 2.025], [-0.111, 0.220, 0.087], [1.878, 0.719, 2.047], [0.750, 2.507, 2.793], [-2.228, 1.187, 0.624], [-1.183, 2.024, -0.608], [2.604, 1.065, 1.478], [-1.138, -1.176, 1.414], [-0.291, -1.945, 0.024], [0.598, -1.168, 1.482], [1.650, -0.045, -1.010], [0.200, -0.074, -2.158], [0.877, 1.434, -1.301]],
  "total_charge": 1,
  "smiles": "C[N+]1(C)C/C1=[N+](\\[O-])O",
  "lumo_energy_ev": -3.9,
  "largest_force_ev_per_a": 4.5,
  "orbital_gap_ha": 0.3770
}